No. 1
115
Properties=species:S:1:pos:R:3 method="wB97M-V/def2-TZVPD" lumo_ha=0.063 fmax_ev_per_a=3.17 charge=-1 homo_ev=-2.23 homo_lumo_gap_ev=3.95
C 3.513 0.988 -0.553
C 2.377 0.149 -1.199
P 2.153 0.561 -3.014
C 1.030 -0.737 -3.815
C 0.429 -0.285 -5.179
N 1.649 2.185 -3.268
C 0.482 2.553 -2.427
C -0.824 2.377 -3.261
C -2.084 3.144 -2.714
C -2.226 3.169 -1.166
C -2.172 1.783 -0.468
C -3.145 0.713 -1.058
C -2.380 -0.433 -1.843
C -2.299 -1.767 -1.013
O -2.959 -2.845 -1.671
C -2.286 -3.199 -2.878
H 3.160 1.780 0.128
H 4.148 0.309 0.041
H 4.149 1.407 -1.359
H 1.457 0.268 -0.581
H 2.678 -0.934 -1.146
H 0.215 -1.130 -3.155
H 1.665 -1.624 -4.027
H 0.931 0.600 -5.602
H 0.555 -1.100 -5.923
H -0.661 -0.103 -5.138
H 0.577 3.645 -2.199
H 0.469 2.012 -1.457
H -1.116 1.329 -3.436
H -0.605 2.804 -4.259
H -2.988 2.674 -3.149
H -2.062 4.186 -3.093
H -1.520 3.873 -0.687
H -3.236 3.585 -0.947
H -1.164 1.342 -0.405
H -2.489 1.952 0.584
H -3.987 1.131 -1.635
H -3.603 0.195 -0.185
H -1.346 -0.075 -1.953
H -2.886 -0.579 -2.811
H -1.222 -2.047 -0.963
H -2.632 -1.634 0.028
H -2.922 -2.922 -3.745
H -1.290 -2.742 -2.986
H -2.197 -4.300 -2.901
C 2.696 -4.423 0.264
S 2.452 -2.786 0.978
O 3.486 -1.885 0.390
C 3.005 -3.221 2.637
H 2.444 -4.372 -0.795
H 3.738 -4.725 0.377
H 2.038 -5.137 0.760
H 4.028 -3.600 2.598
H 2.338 -3.972 3.059
H 2.973 -2.324 3.254
C -3.967 -8.401 -5.370
S -3.620 -6.638 -5.219
O -2.542 -6.487 -4.200
C -5.178 -6.204 -4.421
H -3.097 -8.882 -5.813
H -4.156 -8.827 -4.384
H -4.832 -8.547 -6.017
H -5.290 -6.770 -3.496
H -6.005 -6.419 -5.099
H -5.162 -5.139 -4.195
C -6.280 -0.810 -2.827
S -6.927 -1.945 -1.587
O -7.575 -3.077 -2.314
C -8.246 -0.861 -1.005
H -5.462 -1.307 -3.346
H -7.065 -0.555 -3.541
H -5.906 0.088 -2.337
H -8.908 -0.603 -1.833
H -7.810 0.041 -0.574
H -8.811 -1.392 -0.240
C 3.295 5.161 -0.561
S 4.291 5.045 0.937
O 3.439 4.426 1.996
C 4.348 6.817 1.265
H 3.100 4.151 -0.925
H 2.349 5.657 -0.339
H 3.846 5.718 -1.319
H 3.334 7.207 1.373
H 4.862 7.321 0.446
H 4.899 6.976 2.191
C -2.084 -2.192 4.594
S -0.314 -2.113 4.264
O 0.227 -3.500 4.406
C 0.117 -1.208 5.757
H -2.556 -2.757 3.791
H -2.261 -2.694 5.546
H -2.493 -1.182 4.617
H -0.197 -1.771 6.639
H -0.364 -0.231 5.740
H 1.198 -1.077 5.776
C -0.692 3.158 8.057
S 0.084 3.129 6.430
O -0.058 1.741 5.898
C 1.776 3.301 7.021
H -1.764 3.022 7.926
H -0.294 2.350 8.672
H -0.503 4.122 8.531
H 2.016 2.483 7.701
H 1.887 4.260 7.527
H 2.442 3.267 6.160
C 7.821 1.835 1.192
S 7.551 3.477 1.882
O 8.563 4.389 1.272
C 8.126 3.079 3.544
H 7.561 1.863 0.135
H 8.869 1.554 1.304
H 7.179 1.116 1.703
H 9.156 2.720 3.505
H 7.477 2.319 3.980
H 8.080 3.984 4.147


No. 2
33
Properties=species:S:1:pos:R:3 method="wB97M-V/def2-TZVPD" lumo_ha=-0.067 fmax_ev_per_a=5.23 charge=-1 homo_ev=-3.02 homo_lumo_gap_ev=1.20
Li -2.750 1.692 2.227
Li -0.426 2.747 -2.561
Li 0.182 -5.231 -3.717
Li -2.090 -5.333 2.856
Li 2.157 0.947 3.054
Li 4.437 -4.197 2.620
Li 3.505 -0.308 -4.617
S -0.902 -1.430 6.686
O 0.394 -1.340 7.354
O -1.906 -1.055 7.717
O -0.889 -0.476 5.604
O -1.184 -2.792 6.161
S -2.960 6.094 -0.466
O -3.562 6.538 -1.766
O -1.525 5.861 -0.727
O -3.229 7.101 0.534
O -3.663 4.872 -0.126
S 4.318 3.531 -1.407
O 5.618 3.052 -1.658
O 3.399 2.892 -2.350
O 3.939 3.194 -0.059
O 4.315 4.969 -1.546
S 0.175 -1.894 -0.387
O -0.429 -0.549 -0.289
O -0.797 -2.912 -0.110
O 0.791 -2.033 -1.730
O 1.228 -1.989 0.624
O -6.121 -2.372 -0.535
H -6.282 -1.868 0.264
H -5.171 -2.349 -0.645
O 2.850 -5.125 -6.742
H 2.871 -5.531 -7.608
H 3.707 -4.708 -6.652